Below is 7 unconnected molecules or ions with the total composition C41H68F5I2N8O4S at a distorted geometry, with properties calculated with ωB97M-V/def2-TZVPD.

As for the charge: +1. The value obtained for the total energy is -104329.794 eV. The calculation puts the maximum force at 10.2 eV/Å. Its HOMO energy is -0.41828 Eh. The HOMO-LUMO gap is 0.29442 Eh.

Each atom is followed by the atoms it is bonded to, with distances in Å.
Positions of all 129 atoms, in Å:
1 C 6.5578 -1.8689 4.0666  C2 1.639, H32 1.170, H33 1.179, H34 1.189
2 C 6.8014 -1.2343 2.5751  C1 1.639, N3 1.511, H35 1.188, H36 1.189
3 N 6.3047 -2.0794 1.4250  C2 1.511, C4 1.511, C29 1.511
4 C 4.9095 -1.7124 0.9748  N3 1.511, C5 1.639, H37 1.171, H38 1.194
5 C 3.7444 -1.8527 2.1187  C4 1.639, C6 1.673, H39 1.171, H40 1.194
6 C 2.2366 -1.3496 1.5965  C5 1.673, O7 1.471, C23 1.673, H41 1.189
7 O 2.0676 -1.4412 0.1381  C6 1.471, C8 1.470
8 C 1.8479 -2.8204 -0.3194  O7 1.470, C9 1.671, H42 1.170, H43 1.191
9 C 0.5059 -3.5449 0.3643  C8 1.671, S10 1.864, N20 1.510, H44 1.194
10 S 0.8069 -5.3204 0.8456  C9 1.864, O11 1.579, O12 1.545, C13 1.912
11 O 2.2044 -5.8873 0.3767  S10 1.579
12 O 0.7187 -5.6411 2.3547  S10 1.545
13 C -0.4603 -6.4585 -0.0223  S10 1.912, F14 1.480, F15 1.511, C16 1.652
14 F -1.6690 -5.7384 -0.4830  C13 1.480
15 F 0.2381 -6.9276 -1.2776  C13 1.511
16 C -0.7695 -7.8328 0.8403  C13 1.652, F17 1.508, F18 1.481, F19 1.507
17 F -1.3348 -8.8141 -0.1560  C16 1.508
18 F -1.6675 -7.5777 1.9901  C16 1.481
19 F 0.5666 -8.4083 1.2352  C16 1.507
20 N -0.0798 -2.6506 1.4306  C9 1.510, C21 1.513, C23 1.524, H45 1.065
21 C -1.3193 -3.1801 2.1170  N20 1.513, C22 1.673, H46 1.183, H47 1.182
22 C -2.5475 -2.0458 2.1668  C21 1.673, H48 1.193, H49 1.193, H50 1.170
23 C 1.0262 -2.1999 2.3781  C6 1.673, N20 1.524, C24 1.637, H51 1.194
24 C 0.5012 -1.4775 3.7500  C23 1.637, I25 2.232, C26 1.486
25 I 0.8589 -2.5399 5.6804  C24 2.232
26 C -0.1714 -0.1576 3.8703  C24 1.486, C27 1.669, I28 2.186
27 C -0.6217 0.4896 5.3416  C26 1.669, H52 1.170, H53 1.193, H54 1.183
28 I -0.5792 1.0610 2.1019  C26 2.186
29 C 6.4857 -3.5625 1.6535  N3 1.511, C30 1.673, O31 1.362
30 C 7.9619 -4.2315 2.0682  C29 1.673, H55 1.170, H56 1.194, H57 1.183
31 O 5.4922 -4.4814 1.4971  C29 1.362
32 H 5.4753 -2.2643 4.2706  C1 1.170
33 H 7.2984 -2.7392 4.3583  C1 1.179
34 H 6.7449 -0.9995 4.8556  C1 1.189
35 H 7.9725 -1.1065 2.4224  C2 1.188
36 H 6.2196 -0.1998 2.5102  C2 1.189
37 H 4.7030 -2.2904 -0.0229  C4 1.171
38 H 4.9440 -0.5570 0.6755  C4 1.194
39 H 3.7242 -2.9133 2.6135  C5 1.171
40 H 4.0441 -1.0942 2.9909  C5 1.194
41 H 2.2083 -0.1912 1.8626  C6 1.189
42 H 2.8384 -3.4124 -0.1287  C8 1.170
43 H 1.6787 -2.7898 -1.4983  C8 1.191
44 H -0.2941 -3.5658 -0.5223  C9 1.194
45 H -0.3926 -1.7648 0.9279  N20 1.065
46 H -1.7446 -4.0490 1.4358  C21 1.183
47 H -1.1211 -3.6725 3.1735  C21 1.182
48 H -3.5656 -2.6599 2.0655  C22 1.193
49 H -2.5201 -1.3542 1.1951  C22 1.193
50 H -2.5534 -1.4208 3.1558  C22 1.170
51 H 1.5673 -3.2063 2.7258  C23 1.194
52 H -1.1881 -0.2738 6.0241  C27 1.170
53 H -1.4085 1.3514 5.0911  C27 1.193
54 H 0.2769 1.0432 5.8768  C27 1.183
55 H 8.3267 -4.9829 1.2489  C30 1.170
56 H 7.8332 -4.7985 3.1110  C30 1.194
57 H 8.7208 -3.3519 2.2911  C30 1.183
58 C 1.6003 4.5077 -1.9008  C59 1.525, H63 1.095, H64 1.095, H65 1.096
59 C 0.9110 3.7966 -0.7405  C58 1.525, C60 1.530, H66 1.097, H67 1.096
60 C 1.4828 4.1904 0.6228  C59 1.530, C61 1.520, H68 1.095, H69 1.095
61 C 2.9568 3.8243 0.6866  C60 1.520, N62 1.261
62 N 4.1795 3.5207 0.7395  C61 1.261
63 H 2.6617 4.2473 -1.9612  C58 1.095
64 H 1.1406 4.2179 -2.8509  C58 1.095
65 H 1.5170 5.5959 -1.7992  C58 1.096
66 H 1.0032 2.7130 -0.8837  C59 1.097
67 H -0.1581 4.0346 -0.7626  C59 1.096
68 H 0.9472 3.6653 1.4207  C60 1.095
69 H 1.3712 5.2671 0.7905  C60 1.095
70 C -4.1777 -7.2918 -1.1695  C71 1.525, H75 1.095, H76 1.095, H77 1.096
71 C -5.4095 -8.0123 -0.6305  C70 1.525, C72 1.530, H78 1.097, H79 1.096
72 C -6.6236 -7.8862 -1.5528  C71 1.530, C73 1.520, H80 1.095, H81 1.095
73 C -6.9970 -6.4214 -1.7127  C72 1.520, N74 1.261
74 N -7.3067 -5.2063 -1.8453  C73 1.261
75 H -4.3462 -6.2139 -1.2578  C70 1.095
76 H -3.3286 -7.4330 -0.4933  C70 1.095
77 H -3.8967 -7.6791 -2.1557  C70 1.096
78 H -5.6512 -7.6084 0.3602  C71 1.097
79 H -5.1704 -9.0730 -0.4964  C71 1.096
80 H -7.4748 -8.4299 -1.1297  C72 1.095
81 H -6.4045 -8.3120 -2.5379  C72 1.095
82 C -2.0089 8.1694 -2.4641  C83 1.525, H87 1.095, H88 1.095, H89 1.096
83 C -2.6982 7.4584 -1.3038  C82 1.525, C84 1.530, H90 1.097, H91 1.096
84 C -2.1264 7.8522 0.0595  C83 1.530, C85 1.520, H92 1.095, H93 1.095
85 C -0.6524 7.4861 0.1232  C84 1.520, N86 1.261
86 N 0.5702 7.1825 0.1762  C85 1.261
87 H -0.9475 7.9091 -2.5245  C82 1.095
88 H -2.4686 7.8797 -3.4142  C82 1.095
89 H -2.0922 9.2577 -2.3625  C82 1.096
90 H -2.6060 6.3748 -1.4470  C83 1.097
91 H -3.7674 7.6964 -1.3259  C83 1.096
92 H -2.6620 7.3271 0.8574  C84 1.095
93 H -2.2380 8.9289 0.2272  C84 1.095
94 C -1.5992 0.9679 -2.5698  C95 1.525, H99 1.095, H100 1.095, H101 1.096
95 C -2.7275 -0.0171 -2.8596  C94 1.525, C96 1.530, H102 1.097, H103 1.096
96 C -4.0581 0.4005 -2.2306  C95 1.530, C97 1.520, H104 1.095, H105 1.095
97 C -3.9098 0.4783 -0.7198  C96 1.520, N98 1.261
98 N -3.7869 0.5429 0.5335  C97 1.261
99 H -1.3881 1.0367 -1.4980  C94 1.095
100 H -0.6767 0.6444 -3.0620  C94 1.095
101 H -1.8490 1.9698 -2.9375  C94 1.096
102 H -2.4362 -1.0082 -2.4906  C95 1.097
103 H -2.8552 -0.1020 -3.9443  C95 1.096
104 H -4.8361 -0.3293 -2.4783  C96 1.095
105 H -4.3747 1.3771 -2.6125  C96 1.095
106 C -7.4314 9.7696 -0.7901  C107 1.525, H111 1.095, H112 1.095, H113 1.096
107 C -6.1759 10.0308 0.0362  C106 1.525, C108 1.530, H114 1.097, H115 1.096
108 C -5.3520 11.2079 -0.4894  C107 1.530, C109 1.520, H116 1.095, H117 1.095
109 C -4.8994 10.9232 -1.9123  C108 1.520, N110 1.261
110 N -4.5239 10.6870 -3.0927  C109 1.261
111 H -7.1870 9.4965 -1.8214  C106 1.095
112 H -8.0024 8.9399 -0.3614  C106 1.095
113 H -8.0783 10.6542 -0.8112  C106 1.096
114 H -5.5621 9.1217 0.0454  C107 1.097
115 H -6.4681 10.2327 1.0725  C107 1.096
116 H -4.4719 11.3627 0.1435  C108 1.095
117 H -5.9452 12.1287 -0.4772  C108 1.095
118 C 6.1012 -0.9922 -4.2180  C119 1.525, H123 1.095, H124 1.095, H125 1.096
119 C 5.4495 -2.1158 -3.4182  C118 1.525, C120 1.530, H126 1.097, H127 1.096
120 C 3.9794 -2.3306 -3.7830  C119 1.530, C121 1.520, H128 1.095, H129 1.095
121 C 3.1894 -1.0634 -3.4988  C120 1.520, N122 1.261
122 N 2.5341 -0.0123 -3.2631  C121 1.261
123 H 5.6244 -0.0268 -4.0213  C118 1.095
124 H 7.1567 -0.8943 -3.9451  C118 1.095
125 H 6.0442 -1.1925 -5.2942  C118 1.096
126 H 5.5381 -1.8873 -2.3490  C119 1.097
127 H 6.0020 -3.0451 -3.5957  C119 1.096
128 H 3.5625 -3.1539 -3.1934  C120 1.095
129 H 3.8795 -2.5876 -4.8431  C120 1.095